Density functional theory data (ωB97M-V/def2-TZVPD) for a molecular structure, C47H33BrCuF4N4O9P2S in a non-equilibrium geometry.

Atoms and positions in Å:
Cu 1.122 -1.132 -1.348
O 1.857 -2.393 -2.959
S 2.757 -1.443 -3.682
O 2.959 -1.884 -5.064
O 2.305 -0.050 -3.491
C 4.264 -1.558 -2.801
C 5.224 -2.385 -3.334
C 6.562 -2.324 -2.864
C 6.769 -1.566 -1.735
C 5.642 -1.108 -0.982
C 4.385 -0.940 -1.540
P 3.116 0.000 -0.601
C 3.773 -0.223 1.107
C 4.150 0.853 1.963
C 4.283 0.662 3.334
C 4.051 -0.598 3.886
C 3.883 -1.700 3.017
C 3.758 -1.547 1.633
C 3.036 1.789 -0.965
C 2.117 2.717 -0.389
C 2.093 4.010 -0.843
C 3.099 4.433 -1.694
C 4.078 3.523 -2.197
C 3.983 2.159 -1.905
H 4.952 -2.893 -4.282
H 7.385 -2.888 -3.313
H 7.754 -1.333 -1.364
H 5.701 -0.807 0.071
H 4.509 1.774 1.491
H 4.454 1.529 3.961
H 4.041 -0.753 5.021
H 3.798 -2.793 3.357
H 3.359 -2.295 0.948
H 1.301 2.443 0.296
H 1.328 4.722 -0.565
H 3.052 5.439 -2.111
H 4.879 3.898 -2.854
H 4.622 1.502 -2.421
F -2.878 6.393 3.220
C -2.872 5.075 2.873
C -3.969 4.560 2.264
F -5.030 5.305 1.961
C -3.973 3.225 1.949
F -5.230 2.747 1.632
C -2.796 2.478 1.864
P -2.635 1.198 0.544
C -3.034 2.288 -0.799
C -1.829 2.741 -1.424
C -1.966 3.712 -2.460
C -3.179 4.291 -2.713
C -4.359 3.805 -2.065
C -4.290 2.834 -1.060
C -4.057 0.163 0.761
C -4.686 -0.354 -0.403
C -5.675 -1.353 -0.354
C -6.088 -1.773 0.910
C -5.441 -1.254 2.039
C -4.532 -0.216 2.019
C -1.703 2.938 2.606
Br -0.316 1.700 2.956
C -1.780 4.279 3.083
F -0.719 4.748 3.816
H -0.929 2.346 -1.021
H -1.129 3.991 -3.019
H -3.166 5.154 -3.404
H -5.328 4.220 -2.329
H -5.184 2.520 -0.512
H -4.420 0.051 -1.426
H -6.000 -1.835 -1.310
H -6.795 -2.601 1.041
H -5.702 -1.600 3.053
H -4.279 0.389 2.898
O -1.843 -2.395 0.282
C -0.665 -2.511 0.697
O 0.492 -2.084 0.229
C -0.470 -3.212 2.080
C 0.439 -2.667 3.021
C 0.444 -3.336 4.302
C -0.158 -4.547 4.502
C -0.720 -5.265 3.388
C -1.032 -4.503 2.257
N -0.839 -6.655 3.382
O -0.347 -7.332 4.328
O -1.337 -7.153 2.364
N 1.124 -2.735 5.457
O 1.720 -1.676 5.184
O 0.972 -3.295 6.568
H 1.044 -1.784 2.881
H -0.164 -4.969 5.527
H -1.764 -4.922 1.520
C -2.161 -0.347 -5.792
N -1.717 -0.500 -4.391
C -2.564 -0.864 -3.404
C -1.853 -1.141 -2.262
N -0.500 -0.874 -2.577
C -0.466 -0.497 -3.866
H -2.547 -1.292 -6.214
H -1.256 -0.048 -6.335
H -2.992 0.361 -5.868
H -3.626 -0.978 -3.608
H -2.114 -1.630 -1.290
H 0.464 -0.151 -4.338

Calculated values
HOMO energy (spin up / spin down) = -8.448 / -8.448 eV
2S+1 = 2
LUMO energy (spin up / spin down) = -0.0489 / -0.0707 Eh

Density functional theory data (ωB97M-V/def2-TZVPD) for a molecular structure, C38H38N4O5S3Sc.

Atoms and positions in Å:
Sc -0.734 -0.366 -0.960
C -1.111 -6.144 3.004
C -0.914 -5.092 1.945
C 0.343 -4.824 1.418
C 0.574 -3.883 0.419
C 2.032 -3.750 0.009
N 2.847 -3.195 1.023
C 2.501 -1.987 1.756
C 1.937 -2.270 3.149
C 1.621 -0.981 3.885
N 0.604 -0.217 3.147
C 0.204 0.969 3.469
C -0.713 1.770 2.737
C -1.027 3.034 3.275
C -1.871 3.908 2.638
C -2.205 5.264 3.195
C -2.410 3.479 1.422
C -2.124 2.259 0.830
C -2.785 1.993 -0.447
N -2.523 1.053 -1.256
C -3.327 0.945 -2.468
C -4.057 -0.413 -2.526
C -4.214 -1.066 -1.160
N -2.926 -1.587 -0.698
C -2.955 -2.689 -0.057
C -1.795 -3.410 0.442
C -1.978 -4.366 1.436
C -0.514 -3.170 -0.114
O -0.391 -2.313 -1.102
C -1.252 1.346 1.487
O -0.948 0.177 1.006
H -0.171 -6.384 3.500
H -1.499 -7.068 2.571
H -1.821 -5.814 3.763
H 1.197 -5.370 1.807
H 2.407 -4.752 -0.190
H 3.832 -3.311 0.846
H 1.803 -1.390 1.174
H 3.398 -1.368 1.851
H 2.659 -2.838 3.737
H 1.034 -2.879 3.071
H 2.516 -0.359 3.965
H 1.248 -1.179 4.890
H 0.202 -0.592 2.286
H 0.625 1.389 4.380
H -0.581 3.314 4.223
H -1.761 5.406 4.179
H -3.284 5.394 3.289
H -1.835 6.055 2.541
H -3.087 4.147 0.897
H -3.577 2.705 -0.700
H -2.657 1.053 -3.322
H -4.046 1.769 -2.511
H -3.529 -1.108 -3.182
H -5.046 -0.260 -2.959
H -4.952 -1.871 -1.219
H -4.584 -0.337 -0.433
H -3.920 -3.163 0.156
H -2.980 -4.546 1.814
O 0.148 1.270 -1.486
C 1.277 1.763 -2.128
C 2.407 1.827 -1.099
C 2.210 2.164 0.207
C 3.410 2.178 0.968
C 4.500 1.852 0.223
S 4.067 1.514 -1.398
C 0.973 3.178 -2.603
C 1.590 3.934 -3.549
C 1.048 5.248 -3.644
C 0.034 5.455 -2.766
S -0.288 4.055 -1.828
C 1.549 0.885 -3.337
C 2.609 0.697 -4.164
C 2.342 -0.245 -5.207
C 1.087 -0.754 -5.153
S 0.194 -0.044 -3.869
H 1.232 2.408 0.598
H 3.466 2.442 2.015
H 5.532 1.802 0.532
H 2.400 3.569 -4.165
H 1.399 5.996 -4.340
H -0.556 6.348 -2.635
H 3.558 1.200 -4.058
H 3.067 -0.529 -5.957
H 0.628 -1.472 -5.812
O 2.246 -3.182 -1.353
C 2.150 -1.914 -1.662
O 1.793 -0.996 -0.954
H 2.451 -1.763 -2.707

Calculated values
Total charge = +1
HOMO energy = -10.223 eV
2S+1 = 1
LUMO energy = -0.1239 Eh

Ordered relative energy (zero: lowest compared OMol25 entry of this formula, charge and spin) results: 93.6, 0.0; unit kcal/mol.
Ordered E results: -8401.56046, -4021.35448; unit Eh.